1.
Density functional theory data (the ωB97M-V functional and the def2-TZVPD basis) for an isolated molecule of C5H15O2PSi in a non-equilibrium geometry.

- energy relative to the best compared isomer or geometry (same formula, charge and spin) (eV) = 0.000
- total charge = 0
- maximum force (eV/Å) = 3.85
- SMILES string = CO[P@@](C)(=O)[Si](C)(C)C
- frontier orbital gap (eV) = 10.1
- HOMO energy (eV) = -9.300
- DFT total energy (eV) = -26690.6065

The geometry in XYZ format:
```
24
Properties=species:S:1:pos:R:3:forces:R:3
C 0.772973 -2.911563 -0.002519 0.3535 1.2882 -0.3597
O 0.139724 -1.836070 0.706569 -0.5059 -0.0606 0.1816
P 0.928527 -0.474670 0.997668 -2.2051 -0.2587 1.7633
C 0.219179 0.054825 2.618722 -0.4923 1.3461 -2.4762
O 2.336814 -0.757287 1.205333 2.2151 0.4110 -0.5543
Si -0.213672 0.700572 -0.553981 1.6481 1.8720 -2.9341
C 0.121955 0.127412 -2.406471 -0.2751 0.6629 2.0506
C 0.356336 2.555157 -0.410415 0.5490 -0.2535 -0.5018
C -2.054068 0.581693 -0.344419 -0.8678 0.9806 -0.8073
H 0.018598 -3.647915 0.192478 0.1525 -1.0618 -0.8834
H 1.738155 -3.154903 0.455519 -0.2641 -0.0413 -0.0743
H 0.962440 -2.566980 -1.067367 -0.4621 -0.9474 1.0297
H -0.817482 -0.056081 2.779483 -1.5346 -0.3259 -0.4821
H 0.636411 -0.478451 3.384808 1.7053 -1.2500 1.8657
H 0.379509 1.119926 2.707900 0.4842 0.3428 0.2617
H 1.047441 0.384134 -2.866416 0.8040 0.4537 -0.0770
H 0.009401 -0.914133 -2.510537 -0.2784 -1.4572 -0.1214
H -0.683856 0.591505 -2.936463 -0.4970 0.3701 -0.5117
H 1.401606 2.880491 -0.723939 -1.0857 -0.9552 0.7411
H -0.261702 3.273127 -0.938535 -0.5273 -0.1839 -0.4060
H 0.151243 2.790084 0.623839 0.4354 0.3329 0.6052
H -2.295025 1.273556 0.498938 -0.2973 -0.6772 -0.5726
H -2.647866 0.930765 -1.331790 1.4593 -0.9139 2.3489
H -2.246642 -0.465195 -0.078404 -0.5136 0.3264 -0.0860
```
Positions in Å, forces in eV/Å.

---

2.
Density functional theory data (the ωB97M-V functional and the def2-TZVPD basis) for a structure of composition C22H33O17Pt in a non-equilibrium geometry.

- energy relative to the best compared isomer or geometry (same formula, charge and spin) (eV) = 0.217
- total charge = +1
- spin multiplicity = 3
- maximum force (eV/Å) = 1.43
- frontier orbital gap (alpha / beta) (eV) = 9.0 / 8.9
- HOMO energy (alpha / beta) (eV) = -10.671 / -11.053
- DFT total energy (eV) = -61397.4701

The geometry in XYZ format:
```
73
Properties=species:S:1:pos:R:3:forces:R:3
Pt -0.061324 -1.343881 -1.315080 0.0811 -1.3385 -0.1966
C -0.216083 -4.860264 -3.376007 -0.3679 -0.9550 0.5882
C -0.283283 -3.577299 -2.633717 0.1630 1.2997 0.0098
O -0.868802 -3.422518 -1.524809 -0.0661 -0.2103 0.0278
O 0.294662 -2.551411 -3.115954 0.3810 -0.1496 -0.2066
H -0.682445 -4.790865 -4.354062 0.2305 0.2030 -0.1433
H -0.737378 -5.645229 -2.823435 -0.0789 0.1713 0.0170
H 0.820895 -5.185347 -3.442297 0.0615 0.2194 -0.3179
C 0.760408 -0.725888 5.207403 0.3377 -0.1603 0.0856
C -0.021146 -1.631510 4.300273 -0.3878 -0.0721 -0.4331
C -1.547584 -1.438344 4.280109 0.7626 0.7294 0.9722
O -1.887126 -1.546734 2.913133 -0.1888 -0.6890 -0.1092
C -0.764002 -1.599872 2.163206 -0.1736 0.4365 0.1856
O -0.777009 -1.746184 0.982306 -0.0802 0.0600 0.2731
O 0.326976 -1.404539 2.916680 0.0306 -0.1675 0.0277
H 1.794977 -1.064060 5.273526 -0.0288 -0.0024 0.0576
H 0.327985 -0.752026 6.208269 0.0353 0.0616 0.0142
H 0.786979 0.300384 4.843525 -0.2712 0.0167 -0.0365
H 0.190490 -2.687354 4.488233 0.1414 0.0703 0.1571
H -1.841401 -0.451118 4.649246 0.0711 0.0693 -0.1809
H -2.002916 -2.160583 4.956924 -0.3870 -0.2730 -0.5899
C -5.813800 2.592374 -1.464088 0.0208 0.0008 0.2395
C -4.306519 2.520256 -1.546852 0.0740 0.4155 -0.2882
C -3.544247 3.058223 -0.327780 0.2552 0.4927 -0.3439
O -2.784105 1.949231 0.145524 -0.2595 -0.0655 0.1775
C -2.921755 0.907331 -0.709726 0.1099 0.1673 -0.4119
O -2.311002 -0.110056 -0.628310 -0.2807 0.1184 0.3335
O -3.796113 1.192272 -1.687781 -0.0941 -0.1385 0.1864
H -6.051831 3.583531 -1.070628 -0.1927 -0.0204 -0.1101
H -6.245173 1.848579 -0.794157 0.1336 -0.0263 0.0664
H -6.271518 2.486601 -2.444268 -0.0065 -0.0502 -0.0151
H -3.998603 3.079480 -2.433240 0.1025 -0.1279 -0.0112
H -4.192249 3.503109 0.427589 -0.0126 -0.5009 0.2565
H -2.839146 3.840303 -0.622903 0.0007 -0.0806 -0.0392
C 0.428524 4.453144 -2.775776 0.2287 -0.0208 0.3078
C -0.154647 3.480710 -3.765230 -0.3409 -0.2007 -0.5384
C 0.860268 2.709307 -4.644750 -0.0267 0.5943 0.8727
O 0.782780 1.370462 -4.159521 -0.2082 -0.2527 -0.1393
C -0.266417 1.229696 -3.342645 -0.0397 0.3436 -0.4306
O -0.669448 0.181619 -2.933673 -0.2283 0.2020 0.0385
O -0.852785 2.408931 -3.088836 0.1012 -0.0901 0.2482
H -0.334842 5.105014 -2.352909 -0.0668 -0.1205 0.0920
H 1.178727 5.102131 -3.228735 -0.0497 -0.0713 -0.2079
H 0.914926 3.890024 -1.975539 -0.0318 0.1037 -0.0105
H -0.924468 3.942892 -4.383021 0.1721 0.1707 -0.0622
H 1.874859 3.051903 -4.455106 0.0372 0.0634 -0.2683
H 0.591321 2.785385 -5.693940 0.1544 -0.3349 -0.0996
C 5.134642 -5.316166 0.227798 0.8437 -0.1824 0.6360
C 3.699156 -5.129841 0.612246 -0.4485 0.5268 -1.1174
C 3.400546 -4.441334 1.942169 0.5365 -0.4652 -0.0776
O 2.417380 -3.459591 1.626968 -0.1527 -0.0557 -0.0581
C 2.367467 -3.289291 0.286816 -0.0809 -0.3804 0.2999
O 1.718156 -2.441367 -0.245400 0.1739 0.1108 0.0171
O 3.113349 -4.186985 -0.346041 0.1125 0.2701 0.0804
H 5.702375 -4.384497 0.280486 -0.3105 0.1744 -0.2507
H 5.234139 -5.758656 -0.758862 -0.0547 0.0605 -0.0669
H 5.669641 -5.957492 0.937325 -0.3372 -0.2215 -0.0482
H 3.102926 -6.020315 0.412741 0.1766 -0.2578 0.5698
H 4.278749 -3.934624 2.344719 0.0412 0.0057 -0.0454
H 3.054703 -5.172053 2.670044 -0.3459 0.2759 0.1091
C -0.463549 3.952573 1.779861 0.0163 0.2571 -0.1541
C 0.872661 3.469664 1.250412 -0.4440 -0.0414 0.7263
C 1.602475 2.550222 2.243540 0.0565 0.1343 0.3197
O 1.534806 1.253496 1.641633 0.0412 -0.0239 -0.1510
C 1.071260 1.360650 0.397190 -0.0693 0.2889 0.0817
O 1.028639 0.463638 -0.393913 0.0493 0.0963 -0.1249
O 0.677560 2.609595 0.117942 0.1968 -0.0036 -0.2033
H -1.051259 4.369399 0.961620 -0.0225 -0.0205 0.0224
H -0.282703 4.759906 2.492278 -0.0358 -0.0664 0.0678
H -1.039865 3.168565 2.269089 0.0365 -0.1098 -0.0840
H 1.455919 4.343240 0.967507 0.2340 -0.2196 -0.3049
H 1.090242 2.513774 3.204446 -0.0578 -0.0604 -0.0464
H 2.644975 2.799682 2.436215 0.0273 0.0167 -0.2420
```
Positions in Å, forces in eV/Å.

---

3.
Density functional theory data (the ωB97M-V functional and the def2-TZVPD basis) for the ion C4H12NO with charge +1 in a non-equilibrium geometry.

- energy relative to the best compared isomer or geometry (same formula, charge and spin) (eV) = 1.680
- total charge = +1
- maximum force (eV/Å) = 4.12
- SMILES string = CC[C@H]([NH3+])CO
- frontier orbital gap (eV) = 11.9
- HOMO energy (eV) = -15.210
- DFT total energy (eV) = -7872.6109

The geometry in XYZ format:
```
18
Properties=species:S:1:pos:R:3:forces:R:3
C -0.056879 -2.305241 0.028345 -1.4186 0.1080 2.1570
C 0.141614 -0.903762 0.692469 -2.4449 -1.4341 -0.3191
C -0.480808 0.128631 -0.258763 2.4291 2.6036 2.0748
N 0.638157 0.502123 -1.206281 -1.0717 -1.0049 -1.8432
C -0.552635 1.481158 0.570610 0.7856 0.4289 0.1511
O 0.387555 2.511073 0.111549 -0.6238 -0.9490 -0.3133
H 0.811228 -2.581348 -0.542176 -0.2689 -0.1157 -1.1881
H -1.141003 -2.324437 -0.334683 1.8680 -0.1221 -0.6030
H -0.129405 -3.113327 0.772511 0.3695 0.3962 0.1369
H -0.404591 -0.832830 1.653208 -0.0012 -0.2615 -0.5450
H 1.140489 -0.640745 0.969547 0.8446 0.1244 -0.1466
H -1.338546 -0.240461 -0.822132 0.0727 0.4503 0.1381
H 1.536616 0.627291 -0.754822 0.1822 -0.2974 0.2679
H 0.628690 -0.263799 -1.888107 0.7973 0.3641 -0.1491
H 0.458037 1.400162 -1.663612 -0.1194 -0.0425 -0.0925
H -1.476289 1.998096 0.616207 -1.3513 -0.2954 0.0301
H -0.195615 1.237404 1.559789 -0.3784 -0.1475 0.4282
H 0.033383 3.320011 0.496339 0.3293 0.1947 -0.1842
```
Positions in Å, forces in eV/Å.